(1)
Below is C41H38CrFGeN7O5 as an isolated structure in a non-equilibrium geometry, with properties calculated with the ωB97M-V functional and the def2-TZVPD basis.

Cartesian coordinates (Å):
Ge  5.0881  0.1704  -2.1999
Cr  1.8396  -0.7163  0.0321
F  -3.7882  -2.1342  3.4822
O  5.0132  -2.4835  -1.0416
O  5.6891  0.2240  0.6638
O  0.2268  1.9529  -2.6251
O  -0.0677  -0.7383  0.6101
O  1.3748  0.6607  -1.2519
N  2.3372  0.8412  1.2683
N  -3.3895  1.0900  -0.9645
N  -8.7612  -1.3737  3.5207
N  2.4685  -2.1771  1.3081
N  1.5974  -2.6760  -2.3698
N  -6.1696  -0.9852  2.4395
N  3.8013  -0.6775  -0.2769
C  -3.7384  -1.3345  2.4029
C  2.6799  -0.5609  -5.6181
C  1.5112  1.6511  1.9235
C  4.6224  4.4179  -2.0047
C  3.5909  1.2664  1.0638
C  3.1625  3.3821  2.0556
C  3.0176  -1.8687  -5.9331
C  6.5165  2.5016  -1.3609
C  -8.5856  -0.8967  2.1267
C  2.3128  -3.8747  2.9663
C  1.5984  -2.0572  -1.3945
C  -4.5155  1.8011  -1.5618
C  -2.1729  1.3094  -1.4728
C  -7.2604  -1.4433  1.6024
C  3.8614  -2.5958  -5.1051
C  3.4734  -4.4810  2.5044
C  -1.0067  0.7526  -0.9999
C  -4.8387  3.0741  -0.7821
C  -6.3232  -1.4381  3.8109
C  -4.9208  -0.7726  1.8727
C  1.8533  -2.7211  2.3491
C  -3.5382  0.2796  0.1421
C  4.0481  2.5234  1.4237
C  1.8842  2.9202  2.3374
C  5.8746  4.8030  -1.5498
C  3.1822  0.0283  -4.4691
C  6.8208  3.8441  -1.2220
C  3.6155  -2.7425  0.8826
C  -2.5203  -1.1408  1.8192
C  4.3020  3.0754  -2.1343
C  4.1570  -3.8845  1.4504
C  5.2606  2.1152  -1.8278
C  4.2582  -2.0068  -0.2415
C  -2.3835  -0.3362  0.6823
C  0.2830  1.1663  -1.7056
C  -7.6404  -0.9112  4.3767
C  -4.7795  0.0430  0.7504
C  -1.0674  -0.1401  0.1057
C  4.3771  -2.0074  -3.9636
C  4.0379  -0.6934  -3.6430
C  4.4955  0.2430  0.4802
H  -9.4181  -1.2440  1.5119
H  -6.3044  -2.5346  3.8906
H  4.1469  -3.6065  -5.3656
H  3.3203  2.7848  -2.4878
H  7.2565  1.7460  -1.1219
H  3.4628  4.3769  2.3393
H  2.6452  -2.3150  -6.8420
H  7.8024  4.1340  -0.8808
H  1.1809  3.5372  2.8711
H  -3.9792  3.7409  -0.7644
H  5.0651  -2.5556  -3.3337
H  -1.6588  -1.6466  2.2230
H  -5.3809  1.1373  -1.6156
H  -9.6593  -1.0581  3.9043
H  3.8320  -5.3928  2.9571
H  6.3941  -0.5305  -1.8424
H  5.0849  -4.2746  1.0601
H  -5.6625  0.5162  0.3537
H  -5.6602  3.6001  -1.2617
H  5.0635  2.7988  1.1879
H  -8.7632  -2.4033  3.5142
H  -5.5244  -1.0419  4.4351
H  -7.6375  0.1800  4.3921
H  2.0530  0.0064  -6.2900
H  2.9356  1.0547  -4.2428
H  6.1235  5.8503  -1.4621
H  1.6089  -3.1953  -3.2251
H  0.5197  1.2668  2.1316
H  -2.0956  1.9751  -2.3253
H  -7.3071  -2.5450  1.5980
H  -5.1179  2.8453  0.2436
H  1.7632  -4.2970  3.7910
H  0.9621  -2.2107  2.6846
H  -7.1117  -1.1194  0.5745
H  -7.7830  -1.2770  5.3954
H  -8.5788  0.1948  2.1342
H  3.8966  5.1641  -2.2867
H  -4.2441  2.0678  -2.5843

Properties
- LUMO energy (alpha / beta) (eV) = -8.3 / -7.8
- largest force on an atom (eV/A) = 2.53
- calculated total energy (eV) = -151435.31129
- gap between HOMO and LUMO (alpha / beta) (eV) = 6.9 / 7.4
- multiplicity = 2
- net charge = +3

---

(2)
Below is a 4-piece molecular cluster, C6H18IO6 overall in a non-equilibrium geometry, with properties calculated with the ωB97M-V functional and the def2-TZVPD basis.

Cartesian coordinates (Å):
I  -0.3345  -0.3679  0.8584
O  3.3041  -1.6857  0.7797
O  -2.3356  -2.9629  -0.0711
O  -5.1682  -2.5571  -1.5168
O  -1.7826  6.2871  -0.8784
O  5.6082  -1.2304  3.5737
O  -0.0087  2.9727  -0.6704
C  -0.8266  5.3208  -1.2039
C  -1.0661  3.9437  -0.4780
C  5.2916  -1.4698  2.2230
C  -2.6181  -2.9437  -1.5331
C  3.7527  -1.4691  2.1261
C  -4.0597  -3.4091  -1.9539
H  3.3012  -0.5430  2.4818
H  -0.2824  2.2178  -0.1444
H  -5.7855  -3.0989  -1.0198
H  6.5348  -1.4576  3.6804
H  -1.8880  3.3554  -0.8858
H  -1.3620  4.1365  0.5532
H  5.8066  -2.3178  1.7717
H  -1.8246  -3.4476  -2.0850
H  2.4049  -1.3590  0.7002
H  -1.7083  -2.2703  0.1491
H  -2.5184  -1.9150  -1.8795
H  -0.7552  5.2400  -2.2885
H  5.7553  -0.6795  1.6327
H  -2.5723  6.1599  -1.4093
H  3.3524  -2.2787  2.7363
H  0.0295  5.8658  -0.8062
H  -4.1302  -3.6715  -3.0095
H  -4.1144  -4.3648  -1.4327

Properties
- LUMO energy (alpha / beta) (eV) = 0.4 / -4.3
- largest force on an atom (eV/A) = 2.45
- calculated total energy (eV) = -26895.65070
- gap between HOMO and LUMO (alpha / beta) (eV) = 10.6 / 5.9
- relative energy (zero: lowest compared OMol25 entry of this formula, charge and spin) (kJ/mol) = 22.99
- multiplicity = 2

---

(3)
Below is a 13-piece molecular cluster, C29H64Cl20O6S6 overall in a non-equilibrium geometry, with properties calculated with the ωB97M-V functional and the def2-TZVPD basis.

Cartesian coordinates (Å):
Cl  -6.9620  -0.6787  2.1223
Cl  -7.0675  2.1206  1.4557
Cl  -2.4465  7.1126  1.2294
Cl  -5.6344  2.4313  8.2374
Cl  -4.1815  3.0619  5.8500
Cl  -1.3579  4.5364  0.6282
Cl  -4.0394  -1.6812  -2.3056
Cl  -7.9683  0.2149  -0.4585
Cl  -1.7427  -1.2906  -3.9941
Cl  -5.6907  0.5279  6.1198
Cl  -2.5185  5.0977  3.2557
Cl  -1.8133  -3.5722  -2.2360
Cl  -7.0314  3.0579  5.7109
Cl  -3.5039  -3.5066  -4.5336
Cl  -3.7375  -4.7562  6.2614
Cl  -4.2058  4.8250  0.9328
Cl  -2.6600  -2.1164  6.3719
Cl  -5.1592  0.3732  0.0963
Cl  -5.2350  -2.5952  7.5392
Cl  -4.9826  -2.6207  4.6873
S  -0.8357  -4.7684  0.9625
S  1.8698  3.2921  3.6425
S  5.4290  1.7314  -0.3858
S  3.3802  -1.2402  3.5362
S  3.8976  -3.1299  -2.1389
S  2.4357  -4.1191  -5.4903
O  5.2092  2.4278  0.9294
O  0.4496  3.1433  3.1426
O  3.3688  -1.8553  -1.5317
O  3.7207  -0.1399  4.4998
O  2.8819  -5.2130  -4.5632
O  -1.6119  -6.0361  0.9039
C  -2.4930  3.1479  -2.3635
C  -0.1052  2.9353  -3.1628
C  0.0892  0.6256  0.1650
C  2.9355  -4.4325  -1.3617
C  0.7316  -5.0926  1.8600
C  5.5029  -3.4015  -1.3658
C  -3.9483  2.7746  -2.6485
C  -2.5299  0.3383  3.0212
C  -2.6272  5.3727  1.4853
C  -2.8104  -2.4879  -3.2526
C  -4.1783  -3.0548  6.2049
C  2.0492  -5.0479  -7.0142
C  0.3638  -0.2365  -1.0621
C  -1.5751  2.8792  -3.5524
C  -1.2584  0.2290  0.7854
C  -6.7961  0.5193  0.8003
C  3.5340  -0.5375  1.8677
C  0.6839  -1.6783  -0.7492
C  5.7390  3.1135  -1.5314
C  -5.6622  2.2593  6.4773
C  3.7616  1.3196  -0.9992
C  0.6921  -3.8125  -5.0407
C  2.7646  4.0299  2.2349
C  0.7384  3.3280  -5.6079
C  0.8461  2.5437  -4.3138
C  1.7853  4.7778  4.6716
C  1.5583  -1.3253  3.5050
C  -1.4756  0.9579  2.1004
C  -1.5384  -3.7508  2.2908
H  -1.7860  3.5853  -4.3607
H  -0.9649  -2.8152  2.3160
H  1.2203  4.3014  -5.4950
H  2.8477  -5.7638  -7.2065
H  5.4353  -3.1612  -0.3036
H  1.8799  -4.1987  -1.4957
H  1.3052  2.8069  -6.3818
H  -0.0891  -2.2437  -0.2309
H  0.0546  2.2588  -2.3220
H  -1.7232  1.9985  1.8491
H  1.3635  -5.5894  1.1261
H  -2.2255  -0.6335  3.3963
H  1.2711  -1.8728  4.3985
H  6.2248  -2.7364  -1.8355
H  5.6305  2.7764  -2.5621
H  0.5255  -5.7272  2.7178
H  0.2887  -4.7326  -4.6293
H  0.2272  -3.3693  -5.9163
H  3.8333  4.0032  2.4561
H  -3.4224  0.2377  2.3962
H  -2.0703  0.4418  0.0806
H  3.1283  -5.3929  -1.8425
H  0.8734  -2.1064  -1.7342
H  -4.1767  2.8847  -3.7090
H  2.9027  0.3336  1.7076
H  2.4853  5.0672  2.0593
H  -2.5832  -3.5547  2.0723
H  5.0318  3.9103  -1.3187
H  -2.1532  2.6325  -1.4626
H  0.1499  3.9580  -2.8534
H  2.6041  5.4527  4.4391
H  3.0471  2.1229  -0.8205
H  -1.3188  -0.8494  0.9945
H  6.7573  3.4255  -1.3133
H  0.7670  -3.1015  -4.2151
H  -0.5136  -0.1045  -1.7048
H  -1.4014  -4.1591  3.2915
H  3.8024  1.0771  -2.0604
H  1.8087  4.4940  5.7255
H  -4.0947  1.7274  -2.3764
H  -2.3931  4.2148  -2.1405
H  3.2587  -1.3408  1.1785
H  3.4313  0.4530  -0.4394
H  1.5978  -1.7957  -0.1645
H  2.5806  3.3836  1.3856
H  1.8806  2.5662  -3.9537
H  0.8002  5.2150  4.5201
H  5.8603  -4.4256  -1.4795
H  1.1121  -0.3329  3.4746
H  4.5720  -0.2402  1.7339
H  -2.7202  0.9854  3.8714
H  -4.6672  3.3479  -2.0638
H  1.2134  0.1620  -1.6304
H  0.6387  1.4672  -4.4174
H  0.0139  1.6952  -0.0388
H  1.2844  -1.8564  2.5894
H  1.9508  -4.4079  -7.8942
H  -0.5641  1.1374  2.6815
H  1.1395  -5.6413  -6.9108
H  -0.2909  3.4600  -5.9348
H  3.0971  -4.5361  -0.2853
H  1.1858  -4.1556  2.1784
H  0.8713  0.4376  0.9077
H  -1.8296  1.8960  -3.9663

Properties
- LUMO energy (eV) = 0.1
- largest force on an atom (eV/A) = 1.74
- calculated total energy (eV) = -358849.84966
- gap between HOMO and LUMO (eV) = 8.7
- relative energy (zero: lowest compared OMol25 entry of this formula, charge and spin) (kJ/mol) = 0.00

---

(4)
Below is a 10-piece molecular cluster, C44H117N9O13 overall in a non-equilibrium geometry, with properties calculated with the ωB97M-V functional and the def2-TZVPD basis.

Cartesian coordinates (Å):
O  3.2298  0.0486  7.4130
O  -4.7629  -7.8741  9.2750
O  6.9869  -1.9351  -0.9521
O  -2.5532  5.5910  4.0785
O  -2.7127  5.6945  -5.3590
O  -2.8878  -6.2626  5.5980
O  -4.2939  -0.2335  -4.0541
O  -9.4696  0.0648  3.3487
O  1.3108  -1.3504  -0.7324
O  4.5919  -7.9192  -3.1773
O  6.7550  6.5124  1.3017
O  1.4558  -5.0223  -9.8996
O  -5.7232  8.9795  0.5638
N  -3.5491  5.1157  -8.2273
N  -1.9104  -7.1035  8.2050
N  -1.7163  0.0520  -1.4316
N  3.6649  -5.5957  -5.7942
N  -4.1984  8.8180  3.1005
N  0.4312  -2.9403  -8.0899
N  5.6754  2.1743  5.8317
N  3.8887  4.4122  2.5755
N  5.9170  -1.8855  1.7832
C  -2.5039  6.5471  -6.4388
C  -2.5814  -8.4339  8.2045
C  -3.4741  6.7229  4.1110
C  -5.7008  -8.0481  10.3450
C  0.3044  -1.9846  0.0922
C  -0.4233  0.1157  -2.0839
C  0.8349  -0.0092  -1.2087
C  7.7259  5.5208  0.8150
C  -8.3157  1.1221  1.3965
C  -0.4812  -2.4666  -10.1847
C  7.2694  -1.4377  1.5765
C  -9.4258  1.1853  2.5336
C  4.3296  -7.4814  -4.4614
C  2.1384  -6.0374  -4.0266
C  -6.6971  10.0552  0.5131
C  -1.6229  -6.9559  5.7258
C  4.7719  4.9767  1.4991
C  5.7514  5.9863  2.1653
C  7.8300  -2.0657  0.2130
C  5.4377  1.9099  8.2111
C  -5.6450  8.5160  2.8898
C  -3.2417  7.6853  2.9905
C  -4.0339  5.6196  -4.8438
C  3.7241  5.5884  0.5716
C  1.8258  -0.1312  6.9439
C  -4.5565  -0.4716  -5.4572
C  -2.9164  0.3764  -2.1752
C  5.2388  1.3301  6.8378
C  4.6249  -9.3294  -3.0220
C  -1.0252  -6.9042  7.1226
C  3.6382  -6.1271  -4.4762
C  6.7192  -0.6366  -1.4360
C  -2.9996  -5.2866  4.4944
C  -3.0111  -0.3577  -3.5387
C  -2.7402  4.5738  3.0554
C  3.8114  0.9830  6.4911
C  -2.5017  5.9479  -7.8586
C  8.0518  -1.8426  2.7878
C  1.9424  -6.2528  -10.5057
C  -3.4519  -8.4747  9.4628
C  -2.5211  7.1677  -8.8552
C  -6.0608  8.0790  1.4764
C  0.0743  -4.9093  -9.5960
C  -0.3712  -3.4992  -9.1455
H  1.2783  0.7961  6.7753
H  7.5867  -0.2403  -1.9637
H  -3.4523  3.8106  3.3694
H  -1.7465  -9.1337  8.2406
H  1.3694  -0.7498  7.7167
H  5.9369  0.4932  6.8196
H  4.1390  -5.4226  -3.8121
H  4.3162  6.0249  -0.2328
H  -4.1821  -1.4244  -5.8313
H  9.0432  -1.3896  2.7929
H  -7.1783  10.3642  1.4411
H  -7.3934  9.7590  -0.2715
H  6.4034  5.4074  2.8194
H  1.3569  -2.6174  -8.3329
H  -1.7134  7.8908  -8.7418
H  0.7274  -2.7783  0.7081
H  -2.9310  1.4167  -2.5005
H  -1.4683  6.8516  -6.2878
H  2.3221  -6.9884  -9.7966
H  -4.0472  -5.1393  4.2318
H  0.4977  -2.1202  -10.5162
H  -5.6404  -0.5554  -5.5372
H  -2.4130  -5.5474  3.6135
H  -3.3717  7.8321  -8.7033
H  -0.3622  1.0641  -2.6177
H  0.5704  0.6445  -0.3776
H  -2.7048  -6.5223  7.9787
H  -2.7067  -1.3973  -3.4177
H  3.1004  4.8363  0.0883
H  6.4758  2.0548  8.5100
H  -0.0008  -5.5748  -8.7360
H  -1.3720  -3.5419  -8.7158
H  -0.6580  -5.4263  -10.2161
H  -4.2129  0.3004  -6.1458
H  4.3151  -9.5670  -2.0043
H  7.1598  -0.3597  1.4583
H  5.5988  -9.7899  -3.1879
H  -4.5151  4.6472  -4.9488
H  1.6929  -5.0642  -4.2324
H  -8.2223  1.9813  0.7324
H  8.0770  -3.1202  0.3356
H  -0.5384  -5.9327  7.2083
H  -0.4179  -2.5319  -0.5135
H  -2.6730  -4.2692  4.7091
H  6.5618  2.4660  6.2181
H  -3.3181  4.1916  -7.8916
H  1.5636  -6.8153  -4.5292
H  -9.4144  2.0616  3.1817
H  -3.0350  5.0082  2.1001
H  -1.0604  -2.7054  -11.0767
H  -5.8607  -9.1095  10.5346
H  5.8435  -2.8561  2.0527
H  6.4854  0.0732  -0.6426
H  -3.7365  -9.5234  9.5479
H  5.7279  1.5604  5.0315
H  3.8513  0.5667  5.4845
H  3.1329  -5.9332  -6.5837
H  5.2431  -7.6071  -5.0426
H  3.3673  5.1573  3.0149
H  -0.9027  -6.5474  5.0170
H  -3.1770  -8.4793  7.2928
H  1.6982  -0.6329  5.9846
H  3.9191  -9.7982  -3.7078
H  -1.5687  5.4140  -8.0390
H  -2.2728  0.0067  -4.2530
H  -6.1620  7.8833  3.6112
H  -3.4321  7.2552  5.0612
H  -1.8094  4.0669  2.8011
H  -5.5646  7.1256  1.2948
H  -0.4516  -0.6660  -2.8430
H  3.6970  -8.1722  -5.0188
H  -10.3724  1.1763  1.9931
H  -1.7928  -0.7791  -0.8628
H  -3.6338  5.0779  -9.2330
H  -5.1755  -7.7488  11.2520
H  -7.1160  7.8172  1.5548
H  -3.3252  7.3165  1.9682
H  5.3024  6.8331  2.6844
H  3.1082  6.4112  0.9346
H  -0.1829  -7.5944  7.0754
H  4.9434  1.2373  8.9121
H  4.5775  -5.6842  -6.2178
H  2.7933  -5.9878  -11.1333
H  4.5091  4.1152  3.3150
H  7.3339  4.7057  0.2067
H  8.6562  5.9431  0.4352
H  -4.4899  6.3469  3.9889
H  -3.2017  7.3607  -6.2406
H  -6.6781  -7.5763  10.2429
H  -6.1541  9.4771  2.9630
H  2.1115  -6.1814  -2.9465
H  7.6492  -1.5820  3.7666
H  -3.0617  -8.2347  10.4519
H  5.3188  -1.7814  0.9761
H  -2.2242  8.0681  3.0695
H  -3.8758  9.5000  2.4291
H  0.6483  -3.5175  -7.2901
H  8.0464  4.9671  1.6975
H  -4.7387  6.2922  -5.3327
H  8.8173  -1.6352  0.0457
H  -4.0659  5.7237  -3.7592
H  -0.2475  -1.4933  0.8935
H  1.6341  0.4951  -1.7519
H  -9.7314  -0.6524  2.7668
H  -1.0041  -1.6100  -9.7593
H  5.4037  4.2984  0.9256
H  -1.8969  -7.9771  5.4608
H  4.8690  2.8033  8.4689
H  -2.5447  6.9374  -9.9203
H  -3.8056  0.2001  -1.5699
H  5.9308  -0.7537  -2.1795
H  -6.1643  10.8902  0.0583
H  -8.5929  0.3159  0.7173
H  1.1466  -6.6798  -11.1161
H  -7.2996  1.0717  1.7879
H  8.1857  -2.9244  2.7815
H  3.1478  1.8441  6.4122

Properties
- LUMO energy (eV) = 0.3
- largest force on an atom (eV/A) = 4.41
- calculated total energy (eV) = -87538.61730
- gap between HOMO and LUMO (eV) = 8.8
- structure (SMILES) = COC[C@H](C)N.COC[C@H](C)N.COC[C@H](C)N.COC[C@H](C)N.COC[C@H](C)N.COC[C@H](C)N.COCCNCCOC.COCCNCCOC.COCCNCCOC.CCO
- relative energy (zero: lowest compared OMol25 entry of this formula, charge and spin) (kJ/mol) = 734.38